A molecular structure, C12H13AsF6NO8SeSiV. Source: OMol25; level of theory: ωB97M-V/def2-TZVPD.

Positions of all 44 atoms, in Å:
V 0.676 -0.376 0.554
C -3.704 -3.748 -1.944
Si -3.598 -3.027 -0.209
C -4.965 -1.760 -0.004
C -3.896 -4.432 1.007
C -1.995 -2.256 0.066
C -1.008 -1.561 0.256
H -4.679 -4.212 -2.124
H -2.929 -4.504 -2.094
H -3.552 -2.963 -2.687
H -5.924 -2.134 -0.377
H -4.704 -0.845 -0.538
H -5.083 -1.495 1.050
H -4.894 -4.863 0.884
H -3.802 -4.065 2.032
H -3.157 -5.225 0.870
F -0.242 1.475 -0.309
As -1.642 2.161 0.559
F -2.688 1.143 -0.356
F -1.360 0.904 1.732
F -0.590 3.226 1.427
F -3.006 2.758 1.442
F -1.797 3.383 -0.661
O 3.064 2.156 2.835
C 2.518 1.802 1.806
O 1.491 1.021 1.728
C 2.986 2.363 0.479
C 2.587 3.639 0.106
C 2.977 4.168 -1.117
C 3.785 3.434 -1.967
C 4.181 2.167 -1.568
C 3.785 1.603 -0.367
N 5.061 1.405 -2.458
O 5.528 0.362 -2.053
O 5.319 1.883 -3.555
H 1.945 4.203 0.770
H 2.641 5.154 -1.412
H 4.106 3.816 -2.924
H 4.082 0.600 -0.091
O 3.056 -2.549 3.747
Se 2.752 -1.333 2.703
O 3.914 -1.084 1.599
O 1.459 -0.708 -0.753
O 1.301 -1.686 1.916

Energy relative to the best compared isomer or geometry (same formula, charge and spin), eV: 0.0000
2S+1: 3
HOMO level (alpha / beta), eV: -3.430 / -4.037
HOMO-LUMO gap (alpha / beta), eV: 7.57 / 7.41
E_LUMO (alpha / beta), eV: 4.14 / 3.37
E_tot, Eh: -7591.80684
Net charge: -2
Molecular weight, u: 646.1


C4H12N2O in the gas phase in a non-equilibrium geometry. Source: OMol25; level of theory: ωB97M-V/def2-TZVPD.

Positions of all 19 atoms, in Å:
C 1.566 -0.761 -0.308
C 0.194 -0.201 -0.692
C -0.608 -1.275 -1.424
O -0.797 -0.935 -2.767
N -0.543 0.349 0.407
C 0.006 1.282 1.340
N -0.931 1.827 2.241
H 2.104 -0.137 0.411
H 1.585 -1.730 0.186
H 2.216 -0.770 -1.183
H 0.397 0.624 -1.389
H -1.577 -1.323 -0.908
H -0.074 -2.211 -1.256
H -1.066 -1.671 -3.316
H -1.330 -0.139 0.807
H 0.842 0.850 1.914
H 0.545 2.060 0.763
H -1.849 2.132 2.002
H -0.678 2.027 3.172

Energy relative to the best compared isomer or geometry (same formula, charge and spin), eV: 1.9992
HOMO level, eV: -8.039
HOMO-LUMO gap, eV: 9.04
E_LUMO, eV: 1.00
E_tot, Eh: -344.31155
Molecular weight, u: 104.2


13 unconnected molecules or ions with the total composition H26O13 in a non-equilibrium geometry. Source: OMol25; level of theory: ωB97M-V/def2-TZVPD.

Positions of all 39 atoms, in Å:
O -2.567 1.976 -1.137
H -1.670 2.029 -0.665
H -2.860 1.127 -1.554
O 2.838 1.802 -1.115
H 2.470 1.437 -0.387
H 2.793 2.795 -1.121
O 1.621 -2.184 -1.370
H 2.169 -2.290 -2.312
H 1.107 -2.891 -1.323
O 0.310 2.375 -1.260
H 0.306 3.035 -1.983
H 1.138 2.025 -1.050
O 0.862 1.902 1.140
H -0.002 1.893 1.560
H 1.644 2.377 1.658
O -2.574 0.336 0.936
H -3.299 0.541 0.380
H -2.393 1.106 1.386
O -0.176 -0.116 -2.583
H 0.399 -0.665 -1.959
H 0.087 0.787 -2.241
O -0.110 -0.540 0.107
H -1.056 -0.332 0.255
H 0.453 0.212 0.465
O -3.775 -1.339 2.723
H -4.697 -1.349 2.759
H -3.335 -0.703 2.158
O 3.645 0.733 1.524
H 3.267 -0.036 1.239
H 3.505 0.699 2.511
O 2.849 -1.989 0.543
H 2.421 -2.007 -0.331
H 2.044 -2.244 1.055
O -3.021 -0.694 -2.156
H -2.054 -0.567 -2.226
H -3.166 -1.683 -1.858
O 0.571 -2.482 2.153
H 0.056 -3.285 2.388
H 0.219 -1.800 1.683

Energy relative to the best compared isomer or geometry (same formula, charge and spin), eV: 4.7438
HOMO level, eV: -10.093
HOMO-LUMO gap, eV: 9.88
E_LUMO, eV: -0.22
E_tot, Eh: -993.59890
Molecular weight, u: 234.2